{"formula": "C3H8N4O", "method": "ωB97M-V with the def2-TZVPD basis set", "total_energy_ev": -11242.142, "e_above_lowest_kcal_mol": 172.5, "multiplicity": 1, "largest_force_ha_per_bohr": 0.1085, "homo_energy_ev": -8.76, "gap_ev": 9.4, "symbols": ["C", "C", "N", "O", "H", "H", "H", "H", "H", "H", "N", "N", "C", "H", "H", "N"], "positions_angstrom": [[-0.806797, -0.506276, -1.450902], [-1.032189, 0.773823, -0.621030], [0.893220, -0.146747, 1.487941], [0.154102, 1.606319, -0.196375], [-1.911965, 1.310649, -0.988677], [-1.786262, -1.042447, -1.805309], [0.953727, 0.975507, 1.377321], [1.008394, 1.039505, -0.337405], [1.485403, -0.169280, 2.491434], [2.098232, -1.830097, -1.528181], [-0.562958, 0.088135, 1.833831], [1.475986, -0.949539, -1.142905], [-1.363508, 0.553521, 0.942196], [-2.411054, 0.675991, 1.617544], [1.638441, -1.145910, -0.131035], [0.167228, -1.233156, -1.548449]], "forces_ev_per_angstrom": [[-4.0005, 1.1599, 1.6599], [0.9256, 0.2455, 3.7555], [0.3439, 4.3687, 3.4560], [1.0799, -0.9580, -3.2958], [0.8360, 0.6281, -0.4449], [1.5722, 1.5266, 0.3982], [0.9223, -3.0445, -0.1467], [-2.3324, 1.2459, -0.4116], [-2.6267, -0.5061, -2.9115], [-2.0767, 2.9034, 0.6352], [0.5252, -0.3549, 0.0594], [2.6791, -2.9629, -0.5385], [-1.9234, -2.4154, 2.1783], [2.2835, 0.0129, -2.8727], [-1.0442, 0.7977, -0.5105], [2.8362, -2.6468, -1.0104]], "mulliken_charge": [-0.097, 0.084, -0.533, -0.668, 0.312, 0.305, 0.309, 0.479, 0.306, 0.319, -0.482, -0.531, -0.018, 0.296, 0.231, -0.311]}

{"formula": "C6H12N2O", "method": "ωB97M-V with the def2-TZVPD basis set", "total_charge": -1, "total_energy_ev": -11440.752, "e_above_lowest_kcal_mol": 50.3, "multiplicity": 2, "largest_force_ha_per_bohr": 0.1477, "s2": 0.750, "homo_energy_ev": [0.99, -4.69], "gap_ev": [2.4, 8.0], "symbols": ["H", "H", "N", "C", "C", "C", "H", "H", "C", "C", "C", "H", "N", "H", "H", "H", "H", "H", "H", "H", "O"], "positions_angstrom": [[2.240456, -1.782950, -3.262650], [-0.303073, 0.460722, -3.600312], [0.954363, -0.366657, -0.731555], [0.370519, 0.852803, -0.508006], [1.370538, -1.853558, -2.680686], [0.077640, 0.383328, -2.641714], [1.554070, -2.618506, -1.960669], [0.256268, 0.939532, 3.783230], [-1.313396, 0.401640, 2.214004], [0.917569, -0.633256, -2.146751], [0.136324, 0.400504, 2.788510], [0.602114, -2.191413, -3.402860], [-0.291361, 1.258511, -1.650299], [-1.752137, -0.518855, 1.583163], [-0.638934, 2.276242, -1.879226], [0.606796, -0.599413, 2.927154], [0.438679, 1.304575, 0.475823], [0.632480, 0.962002, 1.976926], [-1.306055, 1.260482, 1.687837], [-2.489007, -0.402769, 3.654111], [-2.063853, 0.467035, 3.373970]], "forces_ev_per_angstrom": [[1.5377, 0.3024, -0.8030], [-0.6172, 0.3909, -1.6686], [0.4579, 1.8767, -0.7714], [0.5162, -3.1925, -1.8543], [-0.8312, -2.0320, -1.9289], [1.4221, -1.3529, 1.3685], [-0.1066, -0.4296, 0.7316], [-0.6872, -0.4193, -1.4498], [0.9290, -5.1608, 1.9988], [-3.7257, 5.1282, 4.1869], [0.9326, -0.4547, -0.9807], [0.2848, -0.3185, 0.2991], [1.2303, 1.2031, 0.2487], [1.8037, 2.0470, 0.8569], [0.3869, -1.8345, 0.5810], [-0.3151, 0.6194, -0.3371], [-0.5644, 0.3929, -1.0381], [0.9864, -0.5632, 1.2351], [-1.2447, 2.8466, -1.9008], [1.0724, 1.7835, -1.0586], [-3.4678, -0.8329, 2.2847]], "mulliken_charge": [0.283, 0.693, -0.585, -3.147, -1.364, -2.290, 0.359, 0.276, -0.378, 1.140, -0.402, 0.270, 1.030, 0.110, 0.955, 0.225, 1.239, 0.395, 0.129, 0.328, -0.269]}

{"formula": "C3H11N2O2", "method": "ωB97M-V with the def2-TZVPD basis set", "total_charge": 1, "total_energy_ev": -10355.258, "e_above_lowest_kcal_mol": 103.6, "multiplicity": 1, "largest_force_ha_per_bohr": 0.0864, "homo_energy_ev": -13.77, "gap_ev": 10.3, "symbols": ["H", "H", "O", "N", "H", "H", "H", "H", "H", "C", "N", "H", "C", "H", "H", "H", "C", "O"], "positions_angstrom": [[-0.604809, -1.204126, 0.404627], [1.637371, -1.071193, 1.017284], [0.996367, -1.078240, 0.227407], [-2.870747, 0.266639, -0.826212], [3.523547, 0.272009, -0.892243], [1.115371, 0.101814, -1.427208], [-3.504745, -0.593930, -1.023945], [-3.159759, 1.099368, -1.249658], [2.253879, 2.044144, -0.036775], [-2.052407, 0.311673, 0.142742], [-1.625464, -0.986907, 0.647424], [-1.783671, -0.935189, 1.722301], [1.493585, 1.301392, 0.342229], [1.484297, 0.923536, 1.363925], [-2.122286, -1.844841, 0.468978], [0.627079, 1.831414, 0.115467], [1.646376, -0.035875, -0.488094], [2.946021, -0.401691, -0.508254]], "forces_ev_per_angstrom": [[0.3133, 0.9074, 0.5209], [-1.5722, -0.8662, -1.0885], [1.5298, 0.0466, 1.5095], [-2.0907, -3.9209, 0.1186], [-0.2227, -0.0761, 0.1220], [0.2926, -0.5126, -0.5317], [1.4656, 1.5922, -0.1506], [-0.5472, 1.4890, -0.5994], [-0.1035, -0.9799, 1.1923], [1.7117, 1.3321, 0.1636], [-1.0985, -0.7674, 3.0642], [1.1594, 0.1972, -1.9795], [1.7273, -1.1549, -1.5855], [0.5567, 1.0243, 0.3023], [-0.9219, -0.7100, -1.0659], [-2.0658, 0.4026, -0.1243], [-1.6924, 2.7449, 0.8204], [1.5587, -0.7482, -0.6882]], "mulliken_charge": [0.361, 0.395, -0.664, -0.222, 0.372, 0.318, 0.245, 0.280, 0.371, -0.216, -0.208, 0.428, -0.733, 0.185, 0.394, 0.287, -0.106, -0.488]}